No. 1
Density functional theory data (ωB97M-V/def2-TZVPD) for a structure of composition C20H50N2O4Si2Tm at a distorted geometry.

Element x y z (Å)
1 O -0.88992 1.69773 -0.71990
2 O -0.42798 1.00840 -3.24169
3 C -2.35793 1.82836 -0.76844
4 C -2.87355 2.41687 0.51810
5 H -2.76644 0.82407 -0.94434
6 H -2.64095 2.41777 -1.65221
7 H -2.55870 1.84299 1.39454
8 H -3.96728 2.41179 0.48080
9 H -2.56376 3.46353 0.64300
10 C -0.14783 2.93159 -0.91141
11 C -0.71339 3.83418 -1.97424
12 H 0.88552 2.64956 -1.15349
13 H -0.11808 3.44509 0.06151
14 H -0.59411 3.39361 -2.96657
15 H -0.16804 4.78830 -1.97172
16 H -1.76051 4.06881 -1.80170
17 C 1.07595 0.69414 -3.49218
18 C -1.48224 0.35348 -4.15712
19 C 1.61864 1.90584 -4.19267
20 H 1.09759 -0.22497 -4.08859
21 H 1.48527 0.53761 -2.48706
22 H 1.14504 2.05321 -5.16983
23 H 2.68522 1.76548 -4.37940
24 H 1.49404 2.80993 -3.57983
25 C -1.46008 1.11420 -5.45679
26 H -2.42211 0.47230 -3.60695
27 H -1.20629 -0.70575 -4.25949
28 H -1.71381 2.16844 -5.29521
29 H -2.20836 0.69509 -6.13422
30 H -0.50159 1.03836 -5.97719
31 H -0.62877 0.85463 -2.26171
32 Tm 0.31837 -0.56015 1.21656
33 C -0.60833 -1.10553 -0.97045
34 Si -1.08134 -2.91075 -1.11159
35 H -1.55970 -0.56116 -1.05505
36 H -0.04187 -0.85861 -1.88379
37 C -2.85376 -3.00840 -1.73989
38 C -1.07118 -3.97663 0.42799
39 C 0.09886 -3.71356 -2.33214
40 C 0.04787 1.25882 2.53851
41 Si 1.79938 1.79306 2.27552
42 H -0.10938 0.86619 3.56849
43 H -0.72451 2.02994 2.37639
44 C 1.93713 3.64196 2.00936
45 C 2.59278 0.87901 0.80108
46 C 2.76450 1.39074 3.81988
47 H 0.55974 -2.96536 -2.99213
48 H -0.43348 -4.44879 -2.95177
49 H 0.89729 -4.23191 -1.78049
50 H -3.55155 -2.60752 -0.98357
51 H -3.12277 -4.05619 -1.92604
52 H -2.99349 -2.44292 -2.67542
53 H -1.44584 -3.46908 1.32747
54 H -0.06307 -4.36062 0.63111
55 H -1.72886 -4.84139 0.22042
56 H 2.86457 1.68400 0.10500
57 H 2.07753 0.12176 0.15197
58 H 3.51818 0.40220 1.15415
59 H 3.65048 2.03690 3.86488
60 H 3.07676 0.33661 3.85022
61 H 2.12385 1.60015 4.68838
62 H 2.94554 3.96470 2.30206
63 H 1.20059 4.12978 2.66158
64 H 1.75230 3.94324 0.97234
65 C 2.16990 -2.94441 4.78648
66 C 1.27756 -2.35880 3.74918
67 N 1.72226 -1.78016 2.58753
68 O 3.15813 -1.61762 2.53777
69 C -0.12555 -2.35603 3.86709
70 C -0.92956 -3.00012 4.92691
71 N -0.70886 -1.68273 2.82092
72 O -1.97362 -1.46091 2.73132
73 H 3.22540 -2.82037 4.49514
74 H 1.95007 -4.01979 4.92167
75 H 2.01257 -2.48111 5.77983
76 H 3.49005 -2.47725 2.17764
77 H -1.62866 -2.28122 5.36817
78 H -1.49832 -3.84309 4.51006
79 H -0.29354 -3.39157 5.72526

Spin multiplicity: 3
Total charge: +1
E_tot in Eh: -2866.31431
Expectation value of S²: 2.00
LUMO level (alpha / beta) in eV: -2.82 / -2.80
Gap between HOMO and LUMO (alpha / beta) in eV: 7.3134 / 7.2916

No. 2
Density functional theory data (ωB97M-V/def2-TZVPD) for a structure of composition C16H26N2PtSi at a distorted geometry.

Element x y z (Å)
1 C 0.30342 -1.20518 1.57380
2 C 1.96234 0.41095 0.05145
3 H 0.11759 -0.76028 2.56197
4 H 1.36048 -1.48260 1.48744
5 H -0.32035 -2.09453 1.41734
6 H 2.23593 1.27028 -0.57397
7 H 2.33476 0.56107 1.07144
8 H 2.37583 -0.51075 -0.37830
9 C -2.84514 -0.94940 0.81239
10 C -4.23336 -0.90044 0.88150
11 C -4.94822 -0.11366 -0.02735
12 C -4.24914 0.59841 -0.99766
13 H -2.22944 -1.52482 1.50108
14 H -4.74036 -1.47030 1.65773
15 H -6.03530 -0.03612 0.02003
16 H -4.75330 1.24599 -1.70957
17 N -2.18011 -0.19678 -0.08966
18 C -2.84831 0.53088 -1.03895
19 C -2.00369 1.28593 -1.95462
20 N -0.66001 1.20622 -1.70930
21 C 0.23142 1.85955 -2.48402
22 C -1.57231 2.83692 -3.76082
23 C -0.20346 2.69798 -3.50580
24 H 1.28088 1.71387 -2.23139
25 H 0.53249 3.24975 -4.08719
26 C -2.47607 2.12386 -2.97629
27 H -3.54868 2.21359 -3.11711
28 H -1.94280 3.50111 -4.54103
29 Pt -0.09667 0.12387 0.02638
30 C 0.25819 -1.50730 -1.22753
31 H 0.82719 -1.16596 -2.09984
32 H -0.70895 -1.90400 -1.55664
33 H 0.81544 -2.27589 -0.68084
34 C -0.55845 3.53084 0.56717
35 Si -0.38074 1.91915 1.53576
36 C 1.01827 2.07664 2.78848
37 C -2.00058 1.79152 2.50599
38 H 0.34146 3.74030 -0.02317
39 H -0.70336 4.35319 1.28547
40 H -1.42463 3.51589 -0.11121
41 H 0.78486 2.92365 3.44936
42 H 1.12003 1.17426 3.40345
43 H 1.97631 2.27661 2.29797
44 H -2.05712 2.65506 3.18748
45 H -2.88313 1.81799 1.84992
46 H -2.03816 0.87678 3.10973

Spin multiplicity: 3
E_tot in Eh: -1143.51966
Expectation value of S²: 2.03
LUMO level (alpha / beta) in eV: 0.67 / -2.31
Gap between HOMO and LUMO (alpha / beta) in eV: 5.5846 / 6.2069

No. 3
Density functional theory data (ωB97M-V/def2-TZVPD) for a cluster of 11 separate species, C12H46N8O11 in total at a distorted geometry.

Element x y z (Å)
1 C -3.48627 -0.43438 -1.61371
2 C -3.72827 -0.83338 -3.01971
3 O -4.75127 -1.79038 -3.10371
4 H -2.84527 0.39562 -1.47771
5 H -3.12827 -1.27938 -0.91171
6 H -4.39327 -0.12238 -1.18571
7 H -2.85427 -1.31138 -3.50471
8 H -3.96727 -0.03738 -3.78871
9 H -4.97727 -1.99738 -3.99771
10 C 2.09873 3.24562 0.09429
11 O 2.83373 2.47362 -0.86771
12 N 0.89473 2.91862 0.60429
13 N 2.63873 4.35162 0.51929
14 H 0.53473 2.13762 0.19229
15 H 0.34973 3.37562 1.30429
16 H 3.45973 4.76962 -0.00371
17 H 2.25873 5.05962 1.16329
18 C 1.04473 -2.07238 -3.00071
19 O 0.01573 -1.35638 -2.38371
20 N 1.07473 -2.32738 -4.25871
21 N 2.01373 -2.52438 -2.29771
22 H 0.25473 -2.13738 -4.82071
23 H 1.89473 -2.57638 -4.78071
24 H 1.98473 -2.62338 -1.30971
25 H 2.97373 -2.68438 -2.61871
26 C 4.04973 -0.44538 0.08629
27 O 3.93373 0.27862 1.23729
28 N 3.17673 -0.35138 -0.92271
29 N 4.71773 -1.49938 -0.07871
30 H 2.61673 0.48862 -0.88771
31 H 3.19173 -1.01538 -1.67571
32 H 5.34173 -1.84638 0.70929
33 H 4.81773 -1.84838 -0.99871
34 C -3.69027 1.67662 1.02829
35 O -3.75627 2.41862 -0.15071
36 N -2.70027 0.94762 1.46129
37 N -4.69227 1.75362 1.86029
38 H -1.76127 0.84462 0.98029
39 H -2.69927 0.62562 2.47729
40 H -4.74327 1.21962 2.79229
41 H -5.36227 2.54262 1.79429
42 C 1.91373 -2.98238 1.59029
43 O 2.76173 -3.24938 0.54429
44 H 2.49273 -2.42638 2.29829
45 H 1.51673 -3.87538 1.95229
46 H 1.00673 -2.52938 1.26429
47 H 3.30373 -2.44538 0.34429
48 C -0.37727 3.15262 3.40029
49 O -0.57627 4.33362 2.64129
50 H 0.59073 2.97162 3.62629
51 H -0.95827 2.37962 2.91829
52 H -0.96727 3.27062 4.25929
53 H -0.12127 5.08662 3.07229
54 C -1.33027 -3.35438 -0.58571
55 O -0.05727 -3.92138 -0.45471
56 H -2.03427 -4.12238 -0.41071
57 H -1.51127 -3.06938 -1.62671
58 H -1.48227 -2.65138 0.23729
59 H 0.22073 -4.28338 -1.31371
60 C -0.58627 2.27362 -2.44971
61 O -1.26227 1.45762 -3.40971
62 H -1.22927 2.24462 -1.56971
63 H -0.53927 3.33762 -2.78771
64 H 0.46073 1.87162 -2.27471
65 H -1.29027 0.52662 -3.12471
66 C 1.03373 -0.70438 3.72729
67 O 0.19473 0.32062 4.22829
68 H 1.94373 -0.30038 3.12029
69 H 0.37573 -1.45238 3.25329
70 H 1.38873 -1.25238 4.58629
71 H 0.64073 0.82262 4.90629
72 C 0.03773 0.05762 0.88529
73 O -0.67327 0.36562 -0.30671
74 H 1.12273 -0.19738 0.80329
75 H -0.40227 -0.72838 1.48629
76 H 0.17473 0.91662 1.56829
77 H -0.41627 -0.25338 -1.04371

E_tot in Eh: -1750.29053
Relative energy (zero: lowest compared OMol25 entry of this formula, charge and spin) in kJ/mol: 157.2
SMILES: NC(N)=O.NC(N)=O.NC(N)=O.NC(N)=O.CCO.CO.CO.CO.CO.CO.CO
LUMO level in eV: -0.12
Gap between HOMO and LUMO in eV: 8.3585

No. 4
Density functional theory data (ωB97M-V/def2-TZVPD) for a structure of composition C3H9OPSn at a distorted geometry.

Element x y z (Å)
1 C 1.17557 -0.61685 -0.20977
2 C 0.74943 0.96283 -0.10588
3 C -0.89104 1.16213 -0.28179
4 O -1.53830 0.48284 0.85056
5 P -2.33551 -0.99096 0.37773
6 H 2.10090 -0.68136 -0.94525
7 H 1.44387 -1.02025 0.87227
8 H 0.34900 -1.32227 -0.66320
9 H 0.99120 1.32258 0.99358
10 H 1.34312 1.59141 -0.92882
11 H -1.16398 0.74152 -1.33899
12 H -1.21541 2.29487 -0.24600
13 H -2.40908 -1.02613 -1.06189
14 H -1.39069 -2.05128 0.73654
15 Sn 2.79092 -0.84908 1.95092

Total charge: +2
E_tot in Eh: -749.68704
LUMO level in eV: -12.29
Gap between HOMO and LUMO in eV: 3.1065